(1)
{
  "formula": "CH4O",
  "method": "ωB97M-V/def2-TZVPD",
  "max_force_ev_per_a": 5.6,
  "smiles": "CO",
  "lumo_energy_ev": 0.974,
  "e_above_lowest_kcal_mol": 19.6,
  "e_tot_ha": -115.68555,
  "elements": ["C", "O", "H", "H", "H", "H"],
  "xyz": [[0.167, 0.301, 0.002], [-1.252, 0.002, -0.176], [0.339, 1.262, -0.306], [0.747, -0.546, -0.511], [0.240, 0.261, 1.013], [-1.594, -1.004, 0.063]]
}

---

(2)
{
  "formula": "C5H10N6O4",
  "method": "ωB97M-V/def2-TZVPD",
  "max_force_ev_per_a": 5.8,
  "lumo_energy_ev": -1.684,
  "e_above_lowest_kcal_mol": 66.0,
  "e_tot_ha": -825.65584,
  "elements": ["C", "C", "C", "C", "C", "N", "N", "N", "N", "N", "N", "O", "O", "O", "O", "H", "H", "H", "H", "H", "H", "H", "H", "H", "H"],
  "xyz": [[-2.316, 0.429, -0.858], [1.517, -1.500, 0.427], [2.241, -1.282, 1.611], [-3.619, 0.111, -0.429], [0.707, 2.110, -0.963], [-1.199, 0.854, -0.634], [0.014, 0.952, -0.461], [1.938, -1.354, -0.877], [1.750, -1.626, 2.850], [0.288, -2.150, 0.405], [3.554, -0.793, 1.594], [-0.132, -2.610, 1.443], [3.995, -0.446, 0.484], [-0.308, -2.281, -0.652], [4.100, -0.653, 2.728], [-4.284, 0.767, -1.183], [-3.930, 0.245, 0.629], [-3.857, -0.880, -0.868], [1.862, 1.846, -0.876], [0.439, 2.550, -2.028], [0.477, 2.980, -0.198], [1.239, -1.057, -1.588], [2.729, -0.827, -0.935], [2.079, -1.103, 3.599], [0.748, -1.575, 2.767]]
}

---

> Number 2 is which compound?

C5H10N6O4